Density functional theory data (ωB97M-V with the def2-TZVPD basis set) for a cluster of 2 separate species, CHN2O4 in total.

```
8
CHN2O4 ωB97M-V with the def2-TZVPD basis set
C -0.356 -0.032 -0.127
N 0.172 1.239 -0.014
N 0.263 -1.215 -0.024
O -0.641 2.147 -0.118
O 1.390 1.404 0.100
O 1.482 -1.278 -0.087
O -0.503 -2.227 0.003
H -1.807 -0.039 0.267
```

Calculated values
- M (g/mol) = 105.03
- frontier orbital gap (eV) = 8.855
- HOMO level (eV) = -4.5083
- net charge = -1
- E (eV) = -12217.4272
- energy relative to the best compared isomer or geometry (same formula, charge and spin) (eV) = 5.0983


Density functional theory data (ωB97M-V with the def2-TZVPD basis set) for a cluster of 2 separate species, CHN2O4S in total.

```
9
CHN2O4S ωB97M-V with the def2-TZVPD basis set
C 1.802 0.106 0.346
N 1.465 -0.905 -0.257
N -3.081 0.799 -0.114
O 2.344 0.875 1.006
O -2.782 -0.232 1.590
O -1.670 -1.275 -0.373
O -4.163 1.357 -0.301
S -2.982 -0.918 0.164
H 0.574 -1.204 -0.216
```

Calculated values
- M (g/mol) = 137.10
- frontier orbital gap (eV) = 7.509
- HOMO level (eV) = -4.0263
- net charge = -1
- E (eV) = -23057.1448
- energy relative to the best compared isomer or geometry (same formula, charge and spin) (eV) = 1.8776